# 1
C7H13NO | ωB97M-V/def2-TZVPD

Summary:
**Energy above the lowest of the compared OMol25 structures with the same formula, charge and spin**: 89.3 kcal per mole
**Total charge**: 0
**Gap between HOMO and LUMO**: 7.53 eV
**DFT total energy**: -11003.8807 eV

Structure (XYZ):
```
22
C7H13NO (ωB97M-V/def2-TZVPD)
C 0.704 0.383 -0.830
C 0.464 -0.789 -1.598
C 1.833 0.363 0.135
C 0.040 1.674 -1.157
C -0.773 -0.256 2.082
C -1.202 -0.364 0.648
C -0.328 -1.625 -0.270
N -2.253 0.096 0.124
O 0.418 -2.321 0.438
H -2.858 0.587 0.788
H -0.215 -0.675 -2.436
H 1.314 -1.427 -1.817
H -1.239 -2.007 -0.745
H 1.811 -0.576 0.702
H 2.777 0.354 -0.421
H 1.830 1.223 0.803
H -0.044 2.321 -0.285
H -0.944 1.519 -1.593
H 0.666 2.187 -1.898
H -1.628 -0.402 2.746
H -0.014 -1.003 2.312
H -0.358 0.737 2.272
```

Results of the natural (NBO) charge analysis, in e, for atoms 1 through 6:
1 C 0.38
2 C -0.55
3 C -0.73
4 C -0.70
5 C -0.73
6 C 0.27

=====

# 2
C7H13NO | ωB97M-V/def2-TZVPD

Summary:
**Energy above the lowest of the compared OMol25 structures with the same formula, charge and spin**: 89.4 kcal per mole
**Total charge**: 0
**SMILES**: C=C(O)[C@@H](C)N.C=C=C
**Gap between HOMO and LUMO**: 9.00 eV
**DFT total energy**: -11003.8765 eV

Structure (XYZ):
```
22
C7H13NO (ωB97M-V/def2-TZVPD)
C -0.576 0.184 1.693
C 1.330 -0.699 0.204
C -1.781 0.729 0.916
C 1.103 1.111 -1.975
C 0.693 0.333 0.865
C 0.645 -0.152 -1.711
N -0.873 -1.155 2.186
C -0.080 -1.171 -2.125
O 1.060 1.563 0.607
H -0.426 0.830 2.566
H -1.141 -1.777 1.432
H -0.080 -1.565 2.666
H 1.025 -1.721 0.379
H 2.356 -0.566 -0.110
H -1.582 1.739 0.559
H -2.660 0.743 1.561
H -1.990 0.096 0.050
H 1.179 1.604 -0.488
H 2.154 1.255 -2.215
H 0.406 1.828 -2.397
H -0.434 -1.964 -1.482
H -0.328 -1.244 -3.180
```

Results of the natural (NBO) charge analysis, in e, for atoms 1 through 6:
1 C -0.12
2 C -0.54
3 C -0.61
4 C -0.76
5 C 0.44
6 C 0.18

=====

# 3
C7H13NO3S | ωB97M-V/def2-TZVPD

Summary:
**Energy above the lowest of the compared OMol25 structures with the same formula, charge and spin**: 52.3 kcal per mole
**Spin multiplicity**: 3
**Total charge**: 0
**Gap between HOMO and LUMO (spin up / spin down)**: 6.11 / 7.87 eV
**DFT total energy**: -25929.5694 eV

Structure (XYZ):
```
25
C7H13NO3S (ωB97M-V/def2-TZVPD)
C -2.183 -2.359 1.098
C -1.846 -1.159 0.225
C 2.687 -0.045 0.415
C -2.406 -1.159 -1.154
C 3.629 0.618 -1.568
C 0.413 2.188 1.214
C -1.132 -0.210 0.821
N 1.850 -0.471 1.125
O 0.321 0.970 -1.047
O -1.667 2.183 -0.321
O 3.581 0.597 -0.193
S -0.586 1.250 0.028
H -1.392 -2.672 1.735
H -3.099 -1.906 1.764
H -2.430 -0.059 -1.360
H -1.841 -1.880 -1.854
H -3.308 -1.701 -1.268
H 4.511 0.244 -1.883
H 3.652 1.695 -1.969
H 2.820 0.145 -2.062
H 1.157 1.643 1.862
H 0.912 2.715 0.443
H -0.279 2.909 1.663
H -0.720 -0.403 1.808
H -2.645 -3.132 0.480
```

Results of the natural (NBO) charge analysis, in e, for atoms 1 through 6:
1 C -0.63
2 C 0.00
3 C 0.60
4 C -0.68
5 C -0.24
6 C -0.87